1.
{
  "formula": "C4H8O",
  "method": "ωB97M-V/def2-TZVPD",
  "gap_ha": 0.384,
  "mol_weight_g_mol": 72.11,
  "multiplicity": 1,
  "homo_ev": -9.65,
  "lumo_ev": 0.81,
  "e_tot_ha": -232.3436,
  "elements": ["C", "C", "C", "C", "O", "H", "H", "H", "H", "H", "H", "H", "H"],
  "coordinates": [[0.608692, 1.369421, 0.703847], [-0.060664, 0.291348, 0.276875], [-0.045984, -1.048249, 1.117859], [-0.531374, 0.175881, -1.179330], [-0.073203, -1.044608, -1.715558], [0.546392, 2.436565, 0.315171], [0.953778, 1.435529, 1.797943], [-1.074416, -1.279332, 1.571252], [0.775274, -0.786457, 1.717126], [0.105217, -2.054417, 0.663867], [-1.624452, -0.021701, -1.160900], [-0.248174, 0.960227, -1.840892], [0.668913, -0.434207, -2.267259]],
  "forces_ev_per_a": [[-0.738, 1.619, 2.380], [0.997, -0.989, -1.337], [-2.340, 0.287, -1.289], [-2.910, -1.301, 2.688], [4.609, 2.901, -3.437], [0.194, -1.799, -0.330], [-0.285, -0.494, -1.661], [1.523, 1.060, 0.157], [0.576, -0.538, 1.891], [0.512, 1.244, -0.631], [0.158, 1.067, 0.015], [-0.206, 1.236, 0.030], [-2.088, -4.291, 1.524]]
}

2.
{
  "formula": "C4H8O",
  "method": "ωB97M-V/def2-TZVPD",
  "gap_ha": 0.352,
  "mol_weight_g_mol": 72.11,
  "multiplicity": 1,
  "homo_ev": -8.46,
  "lumo_ev": 1.13,
  "e_tot_ha": -232.3678,
  "elements": ["C", "C", "O", "C", "C", "H", "H", "H", "H", "H", "H", "H", "H"],
  "coordinates": [[1.445418, 0.934025, 0.671418], [1.692542, -0.265247, 0.157715], [0.661052, -0.961204, -0.363591], [-0.510978, -0.035142, -0.804274], [-1.703302, -0.534143, -0.032193], [2.191182, 1.689298, 0.811673], [0.436735, 1.106772, 1.025572], [2.683323, -0.732957, 0.135954], [-0.471557, -0.265855, -1.857869], [-0.481075, 1.081604, -0.737221], [-1.626963, -0.242724, 1.023652], [-1.695087, -1.620162, -0.095048], [-2.653871, -0.144501, -0.411843]],
  "forces_ev_per_a": [[0.522, 0.092, 0.786], [0.006, 0.726, 0.090], [-1.152, 1.464, -0.275], [0.399, -1.084, -0.043], [-0.091, -0.212, -0.028], [0.396, -0.048, 0.616], [0.107, 0.577, -0.407], [-0.456, 0.042, -0.517], [-0.683, -0.194, -0.355], [1.013, -1.190, 0.312], [0.056, -0.091, -0.227], [-0.310, -0.042, 0.132], [0.193, -0.039, -0.086]]
}

3.
{
  "formula": "C4H8O2",
  "method": "ωB97M-V/def2-TZVPD",
  "gap_ha": 0.378,
  "mol_weight_g_mol": 88.11,
  "multiplicity": 1,
  "homo_ev": -9.83,
  "lumo_ev": 0.45,
  "e_tot_ha": -307.6315,
  "elements": ["C", "C", "C", "O", "H", "H", "H", "H", "C", "O", "H", "H", "H", "H"],
  "coordinates": [[-0.650559, -0.501571, 1.985830], [-1.578121, -0.631884, 1.037689], [-1.898846, 0.503849, 0.143613], [-2.724853, 0.449214, -0.740462], [-0.107579, 0.433363, 2.102856], [-0.376482, -1.315578, 2.650243], [-2.124561, -1.556932, 0.868043], [-1.316573, 1.428195, 0.336194], [2.077262, 0.388817, -1.139939], [1.100835, 0.108007, -0.161041], [1.641290, 0.487188, -2.143107], [2.870414, -0.371305, -1.168211], [2.525475, 1.345223, -0.862285], [0.656555, -0.718010, -0.386853]],
  "forces_ev_per_a": [[-0.137, -0.015, -0.068], [0.077, -0.016, 0.166], [-0.206, -0.029, -0.150], [0.312, 0.026, 0.289], [-0.109, -0.141, -0.018], [-0.099, 0.088, -0.076], [0.043, 0.120, 0.049], [-0.095, -0.097, -0.022], [0.327, 0.159, -0.280], [-0.110, -0.205, -0.035], [0.064, -0.011, 0.147], [-0.133, 0.114, 0.011], [-0.006, -0.119, -0.095], [0.071, 0.126, 0.082]]
}

4.
{
  "formula": "C4H8O2",
  "method": "ωB97M-V/def2-TZVPD",
  "gap_ha": 0.315,
  "mol_weight_g_mol": 88.11,
  "multiplicity": 1,
  "homo_ev": -8.19,
  "lumo_ev": 0.38,
  "e_tot_ha": -307.4984,
  "elements": ["C", "O", "C", "C", "C", "O", "H", "H", "H", "H", "H", "H", "H", "H"],
  "coordinates": [[2.013641, 0.310318, -0.366473], [0.644063, 0.015120, -0.557787], [0.015732, -0.395034, 0.630145], [-1.469050, -0.769805, 0.455383], [-1.889317, 1.032591, -0.548801], [-2.411020, 0.339294, 0.475621], [2.421747, 0.634166, -1.327632], [2.584304, -0.569513, -0.025510], [2.157338, 1.116957, 0.369059], [0.107161, 0.394234, 1.397516], [0.505183, -1.300776, 1.021155], [-1.758473, -1.269493, 1.371747], [-1.624727, -1.386452, -0.435196], [-1.490159, 1.946064, -0.032433]],
  "forces_ev_per_a": [[0.179, 0.062, 0.020], [-0.191, -0.027, 0.010], [-0.221, -0.172, 0.322], [0.151, -0.594, 0.333], [-0.206, 0.664, -0.201], [1.069, 0.150, -0.230], [-0.159, -0.055, 0.155], [-0.216, 0.103, -0.048], [-0.085, -0.110, -0.101], [-0.066, -0.175, -0.047], [0.003, 0.068, -0.014], [0.068, -0.492, 0.045], [0.028, 0.112, 0.114], [-0.353, 0.467, -0.358]]
}